25
Properties=species:S:1:pos:R:3:forces:R:3 method="wB97M-V/def2-TZVPD" fmax_ev_per_a=0.68 orbital_gap_ev=9.64 homo_energy_ev=-8.9
S 5.2066 -2.0869 4.8003 -0.014 -0.042 0.046
S 3.4662 -3.0166 4.2888 -0.016 0.060 0.022
C 5.4558 -2.6526 6.4972 0.047 -0.295 0.610
C 2.2223 -1.8767 4.9331 -0.401 0.505 0.223
H 6.4089 -2.2252 6.8512 -0.359 -0.112 -0.179
H 5.5223 -3.7523 6.5498 -0.011 0.482 -0.130
H 4.6483 -2.3165 7.1693 0.331 -0.054 -0.345
H 2.2780 -1.7788 6.0303 0.011 -0.145 -0.459
H 2.3239 -0.8740 4.4848 0.013 -0.485 0.116
H 1.2323 -2.2828 4.6659 0.397 0.091 0.090
C -0.1316 4.1744 0.8228 -0.127 0.096 0.069
C -0.4387 3.1402 -0.0612 -0.096 -0.024 -0.021
C 1.1998 4.4176 1.1603 0.024 0.069 0.070
C 0.5814 2.3582 -0.6032 -0.046 -0.079 -0.065
C 2.2140 3.6311 0.6139 0.101 0.033 0.043
C 1.9219 2.5926 -0.2774 -0.239 0.195 0.115
C 3.0241 1.7678 -0.8932 0.067 -0.135 0.053
H -0.9325 4.7898 1.2535 0.392 -0.301 -0.211
H -1.4840 2.9370 -0.3289 0.502 0.098 0.126
H 1.4517 5.2257 1.8597 -0.119 -0.387 -0.338
H 0.3314 1.5431 -1.2951 0.111 0.349 0.296
H 3.2593 3.8258 0.8877 -0.448 -0.086 -0.120
H 2.6652 0.7482 -1.1129 0.217 0.396 0.028
H 3.8832 1.6978 -0.2050 -0.288 0.001 -0.348
H 3.3641 2.2314 -1.8345 -0.050 -0.231 0.308

=====

39
Properties=species:S:1:pos:R:3:forces:R:3 method="wB97M-V/def2-TZVPD" multiplicity=3 total_charge=+1 fmax_ev_per_a=1.88 orbital_gap_ev="5.78 / 8.92" homo_energy_ev="-10.5 / -13.9"
Ti 0.6122 0.0362 -0.1746 1.781 0.432 -0.407
C -1.3659 3.6138 -1.6530 0.022 -0.014 -0.053
C -0.9863 2.2155 -1.3331 -0.232 -0.239 -0.194
N -0.6677 1.7596 -0.1777 0.198 0.015 -0.096
O -0.5792 2.6761 0.8359 -0.042 -0.160 0.359
B -0.1051 2.2901 2.0953 -0.020 -0.031 -0.311
F 1.8072 1.3515 0.1636 -0.261 0.062 0.453
F 0.0079 3.2780 2.9438 0.040 0.041 0.054
O 0.1823 1.0356 2.6201 -0.131 0.151 -0.056
N 0.0799 -0.0640 1.7998 -0.356 -0.057 0.202
C -0.2515 -1.1901 2.3506 -0.045 0.004 0.006
C -0.4545 -1.4059 3.8057 -0.047 -0.002 0.008
C -0.4194 -2.2635 1.3494 -0.122 0.046 0.040
N -0.3270 -1.8018 0.1449 0.106 -0.186 0.157
O -0.3694 -2.7388 -0.8573 -0.173 0.125 -0.211
B -0.3072 -2.3246 -2.1860 0.044 0.265 0.028
F 1.7956 -1.0148 -1.0576 -0.321 -0.177 -0.266
F -0.2170 -3.2885 -3.0625 0.024 -0.073 -0.015
O -0.4513 -1.0508 -2.7609 -0.131 -0.301 0.172
N -0.5028 0.0279 -1.9223 -0.125 -0.052 -0.070
C -0.9409 1.1407 -2.3879 -0.221 0.185 0.156
C -1.3814 1.3809 -3.7835 -0.056 0.013 0.017
C -0.6576 -3.6924 1.6802 -0.002 0.005 0.004
H -1.3942 4.2234 -0.7566 -0.005 -0.001 0.007
H -2.3414 3.6350 -2.1415 0.009 0.005 -0.009
H -0.6388 4.0391 -2.3480 -0.007 0.008 0.003
H -0.3641 -0.4757 4.3563 -0.004 0.014 -0.012
H 0.2970 -2.1051 4.1787 -0.009 -0.011 -0.010
H -1.4361 -1.8443 3.9909 0.008 -0.012 0.003
H -1.0907 0.5592 -4.4299 0.002 -0.013 0.007
H -0.9448 2.3089 -4.1530 -0.011 0.000 -0.002
H -2.4681 1.4912 -3.8169 0.002 0.012 -0.005
H -0.6169 -3.8639 2.7514 -0.007 -0.008 -0.003
H 0.0900 -4.3136 1.1855 0.009 0.005 0.004
H -1.6326 -4.0066 1.3041 -0.003 0.000 0.004
C 4.4961 0.1024 0.3613 0.130 -0.079 0.037
H 4.7213 0.9389 1.0021 -0.015 0.000 -0.008
H 4.6432 0.1772 -0.7034 -0.032 0.021 0.000
H 4.1794 -0.8369 0.7862 0.004 0.006 0.007

=====

29
Properties=species:S:1:pos:R:3:forces:R:3 method="wB97M-V/def2-TZVPD" total_charge=+1 fmax_ev_per_a=2.78 orbital_gap_ev=9.94 homo_energy_ev=-12.6
B 3.2117 -0.5966 -0.1504 -0.506 0.872 0.326
C -4.0787 -0.4045 -0.0770 -0.043 0.007 -0.020
C -3.3586 -1.3577 0.6262 0.019 0.000 0.025
C -3.4146 0.5207 -0.8623 -0.064 0.078 0.057
C -1.9775 -1.3844 0.5482 -0.003 0.064 -0.002
C -2.0303 0.4972 -0.9386 -0.035 -0.171 -0.091
C -1.3000 -0.4627 -0.2400 0.071 -0.042 -0.210
C 0.2058 -0.4684 -0.3178 -0.279 0.103 0.176
C 2.4541 0.6621 0.5107 -2.033 -0.715 0.627
C 0.8155 0.3584 0.8101 2.672 -0.337 -0.676
N 0.2099 1.7083 0.7924 0.132 0.376 -0.130
O 3.3224 -1.7070 0.5787 -0.091 -0.533 0.693
O 3.6341 -0.3691 -1.4087 0.122 0.319 -0.543
O 2.4661 1.8113 -0.3096 0.183 0.122 -0.252
H -5.1558 -0.3955 -0.0237 -0.108 0.012 0.005
H -3.8754 -2.0885 1.2274 -0.061 -0.081 0.077
H -3.9690 1.2535 -1.4268 -0.078 0.077 -0.059
H -1.4211 -2.1353 1.0876 0.080 -0.144 0.083
H -1.5275 1.1871 -1.6063 0.079 0.047 -0.081
H 0.5846 -1.4862 -0.2396 0.079 -0.009 0.006
H 0.5256 -0.0573 -1.2773 0.066 0.004 -0.068
H 2.8768 0.9348 1.4801 0.109 -0.063 -0.009
H 0.7096 -0.1268 1.7755 -0.159 0.138 0.065
H 0.8849 2.2359 0.1667 -0.538 -0.019 0.200
H 0.1797 2.1559 1.7106 -0.092 -0.079 -0.176
H -0.7376 1.6508 0.3744 0.231 0.225 0.307
H 3.7917 -2.4644 0.2290 0.128 -0.185 -0.132
H 4.1370 -1.0410 -1.8708 0.096 -0.161 -0.111
H 2.8366 1.5694 -1.1687 0.024 0.095 -0.086

=====

38
Properties=species:S:1:pos:R:3:forces:R:3 method="wB97M-V/def2-TZVPD" fmax_ev_per_a=1.69 orbital_gap_ev=6.25 homo_energy_ev=-8.9
C 4.0568 1.4200 1.8540 0.390 -0.417 0.095
C 3.2573 0.7842 0.7235 0.073 0.546 0.240
C 1.8671 1.4308 0.5342 0.334 -0.587 -0.531
C 0.7160 0.4567 0.7928 -0.008 -0.089 -0.108
C -0.5164 0.7348 -0.1377 1.070 0.231 0.846
C -1.7565 0.4436 0.5999 0.167 0.142 -0.736
C -2.0263 -0.7981 1.0864 0.583 -1.460 0.190
C -3.1851 -1.0697 1.7845 -0.205 0.215 0.133
N -4.1028 -0.1444 1.9781 -0.011 -0.308 0.137
N -3.8296 1.0256 1.4691 -1.098 1.135 -0.606
P -5.1441 2.2999 1.7405 -0.772 -0.003 1.225
O -4.9435 3.2589 0.4603 0.341 -0.519 -0.106
Br -6.9230 1.0965 1.2246 0.592 0.333 -0.215
C -2.7389 1.3862 0.8195 0.413 -0.388 -0.024
H 4.9957 0.8809 1.9848 0.070 -0.021 0.032
H 4.3338 2.4493 1.6321 -0.195 0.141 0.021
H 3.5452 1.3758 2.8162 -0.151 0.107 -0.008
H 3.8361 0.9126 -0.1891 -0.025 -0.113 -0.123
H 3.1688 -0.2893 0.8762 -0.060 -0.067 0.032
H 1.8065 1.7140 -0.5171 -0.115 0.236 -0.017
H 1.7972 2.3356 1.1374 -0.170 0.085 0.010
H 0.4038 0.4690 1.8400 0.036 0.124 0.083
H 1.0917 -0.5504 0.5892 -0.261 0.073 -0.066
H -0.4957 1.7874 -0.4173 -0.067 -0.020 -0.286
H -0.4009 0.0826 -0.9999 -0.181 0.091 -0.252
H -1.3151 -1.5999 0.9374 0.068 -0.049 -0.114
H -3.3882 -2.0476 2.1876 -0.134 -0.074 0.085
H -4.4772 4.0519 0.7615 -0.181 0.225 -0.181
H -2.6227 2.3932 0.4585 -0.327 0.194 -0.003
N 0.7514 -2.7037 -3.6585 0.364 0.090 0.365
S 0.7265 -2.8519 -2.0956 -1.027 -0.178 1.106
O 1.5117 -1.9141 -1.3500 0.270 0.274 -0.113
O 0.6177 -4.1715 -1.5723 0.208 -0.231 -0.177
F -0.7641 -2.2771 -1.8125 -0.089 0.173 -0.495
S 2.1345 -3.1149 -4.3137 1.241 0.147 -0.728
O 2.2354 -2.6607 -5.6573 -0.699 0.097 -0.110
O 2.6044 -4.4254 -4.0161 -0.334 -0.139 0.313
F 3.1726 -2.1708 -3.5511 -0.113 0.001 0.086